Computed, not measured: a 3-piece molecular cluster, C4H14O2S2 overall at a distorted geometry, with the ωB97M-V functional and the def2-TZVPD basis.

Structure (ORCA input):
```
! RIJCOSX wB97M-V def2-TZVPD def2/J DEFGRID3
* xyz 0 1
C -2.02157 -0.78885 -1.61358
C -1.83291 -0.10333 -0.27937
S -0.98934 1.53054 -0.52303
S 1.01770 1.33078 -0.32514
C 1.60806 1.35351 1.42798
C 1.67668 -0.00104 2.09740
H -2.57085 -0.14129 -2.29636
H -2.53940 -1.74029 -1.45779
H -1.11038 -1.17513 -2.06259
H -1.24152 -0.63117 0.44346
H -2.79688 0.03083 0.21993
H 2.52943 1.89684 1.44805
H 0.85381 1.99801 1.93199
H 1.71636 0.18826 3.17512
H 2.57704 -0.63213 1.88938
H 0.88570 -0.71036 1.84819
O -0.57706 -3.19359 0.69558
H -0.45182 -4.06775 0.32611
H -0.16294 -2.68939 -0.02320
O 1.18513 -1.75586 -0.86163
H 1.74449 -1.16765 -1.39555
H 0.96325 -1.61100 0.04948
*
```

Results
* energy above the lowest of the compared OMol25 structures with the same formula, charge and spin: 0.681 eV
* HOMO level: -8.68 eV
* Kohn-Sham gap: 9.30 eV

Computed, not measured: a 4-piece molecular cluster, C4H14O3 overall at a distorted geometry, with the ωB97M-V functional and the def2-TZVPD basis.

Structure (ORCA input):
```
! RIJCOSX wB97M-V def2-TZVPD def2/J DEFGRID3
* xyz 0 1
C -3.10264 -1.70674 -2.38563
C -2.23019 -0.46641 -2.44125
C -0.96314 -0.28153 -2.10746
C -0.52032 1.19523 -1.97142
H -2.80459 -2.42946 -1.53943
H -4.17016 -1.33691 -2.08821
H -3.22548 -2.43010 -3.20015
H -2.95413 0.24885 -2.73975
H -0.16375 -0.87328 -2.09852
H 0.24407 1.34672 -2.68638
H -0.11135 1.28464 -0.92320
H -1.38776 1.89641 -1.91626
O 0.95728 -2.21317 1.17340
H 1.72836 -2.69516 1.52485
H 0.79258 -2.67025 0.28939
O 1.17417 1.16125 6.63448
H 0.75774 2.01201 6.65149
H 0.82268 0.47370 5.99213
O 4.74603 2.21721 1.23945
H 5.44784 2.27000 1.92169
H 4.96276 2.99698 0.67076
*
```

Results
* energy above the lowest of the compared OMol25 structures with the same formula, charge and spin: 2.702 eV
* HOMO level: -9.07 eV
* Kohn-Sham gap: 9.78 eV

Computed, not measured: a 4-piece molecular cluster, C4H14O3 overall at a distorted geometry, with the ωB97M-V functional and the def2-TZVPD basis.

Structure (ORCA input):
```
! RIJCOSX wB97M-V def2-TZVPD def2/J DEFGRID3
* xyz 0 1
C 0.66630 1.04828 -2.12128
C 0.71241 0.44807 -0.93469
C 0.79801 1.10366 0.44440
C 2.05780 0.54487 1.15062
H 0.81772 0.61561 -3.10607
H 0.68131 2.13832 -2.18800
H 0.50728 -0.63933 -0.75322
H -0.11291 0.94979 1.01033
H 0.91674 2.17197 0.24894
H 2.15330 -0.52268 0.93415
H 1.93647 0.47996 2.23418
H 2.85904 1.26949 0.93613
O -2.63131 -0.10749 -1.44751
H -2.29302 0.72165 -1.80348
H -2.15482 -0.76802 -1.96901
O 0.33435 -1.90473 1.61215
H -0.55217 -1.92849 1.17523
H 0.25390 -2.22221 2.51174
O -2.21473 -1.52566 0.73711
H -2.52745 -0.91438 1.41089
H -2.20820 -0.95868 -0.08260
*
```

Results
* energy above the lowest of the compared OMol25 structures with the same formula, charge and spin: 1.333 eV
* HOMO level: -9.74 eV
* Kohn-Sham gap: 10.32 eV

Computed, not measured: a 3-piece molecular cluster, C4H14O4 overall at a distorted geometry, with the ωB97M-V functional and the def2-TZVPD basis.

Structure (ORCA input):
```
! RIJCOSX wB97M-V def2-TZVPD def2/J DEFGRID3
* xyz 1 2
C 0.82564 -0.52705 -1.66782
C 0.88836 -1.56398 -0.57816
C 1.89163 -1.31496 0.59285
O 1.51918 -0.30188 1.43369
C 0.30194 0.82682 -1.20225
O 1.11234 1.42388 -0.17403
H 0.26810 -0.88020 -2.53986
H 1.77056 -0.29886 -2.20203
H 1.19285 -2.54545 -0.89594
H -0.06874 -1.53964 -0.11567
H 2.84477 -0.90222 0.18364
H 2.07206 -2.17790 1.24451
H 1.10374 0.49127 0.93044
H -0.65646 0.69089 -0.68637
H 0.07798 1.47596 -2.04528
H 2.04979 1.40197 -0.39792
H -4.67353 2.00605 0.75343
H -3.95272 3.25839 -0.02338
O -3.87689 2.49715 0.54931
H -0.92457 -0.98917 1.96533
H -1.92113 -0.07572 2.63270
O -1.84491 -0.95534 2.24281
*
```

Results
* <S²>: 0.754
* energy above the lowest of the compared OMol25 structures with the same formula, charge and spin: 1.244 eV
* HOMO level (spin up / spin down): -13.91 / -13.91 eV
* Kohn-Sham gap (spin up / spin down): 10.69 / 4.70 eV

Computed, not measured: C4H15BeN2O as an isolated structure at a distorted geometry, with the ωB97M-V functional and the def2-TZVPD basis.

Structure (ORCA input):
```
! RIJCOSX wB97M-V def2-TZVPD def2/J DEFGRID3
* xyz -1 1
C -0.77617 -1.37072 -2.56313
Be 0.12891 -0.31048 -1.64699
N 1.13106 0.66617 -2.57466
H -2.07597 0.26518 -0.33966
H -2.04284 0.81761 -0.86083
H -1.71394 -1.62333 -2.04038
H -0.15981 -2.26866 -2.69972
H -1.01216 -0.98303 -3.56929
H 2.05690 0.26233 -2.39526
H 1.11446 1.67288 -2.36439
H 0.92001 0.54738 -3.56811
C -1.00960 -0.38593 1.92744
N 0.31633 0.24292 1.91945
C 0.81191 0.73871 3.18860
C 1.00552 0.27969 0.80036
O 0.49957 -0.34656 -0.21389
H -1.38266 -0.41343 2.95228
H -0.93000 -1.38800 1.49822
H -1.68892 0.21191 1.31913
H 1.76753 0.26073 3.42637
H 0.98406 1.81751 3.12871
H 0.06560 0.49824 3.95377
H 1.99022 0.80888 0.72196
*
```

Results
* HOMO level (spin up / spin down): -0.96 / 0.28 eV
* Kohn-Sham gap (spin up / spin down): 4.23 / 2.94 eV

Computed, not measured: a 2-piece molecular cluster, C4H15ClN2O2P2 overall at a distorted geometry, with the ωB97M-V functional and the def2-TZVPD basis.

Structure (ORCA input):
```
! RIJCOSX wB97M-V def2-TZVPD def2/J DEFGRID3
* xyz 0 1
N -0.64317 3.02930 0.99286
P -0.10091 1.86396 0.05193
P -0.30398 -0.20078 1.00253
C -0.56174 -1.89458 1.82159
C 0.54017 -2.45168 2.76277
C 1.51134 -1.46942 3.37322
Cl 0.69147 -0.29093 4.42793
H -1.41279 3.50786 0.53553
H 1.27623 2.03376 -0.28823
H -0.76555 1.79493 -1.18460
H -0.81748 0.50362 2.13114
H -1.22896 -0.53101 -0.02858
H 1.07011 -0.47541 0.72061
H -1.53406 -1.87558 2.30816
H -0.66239 -2.60145 0.99887
H 1.07940 -3.24153 2.24760
H 0.03660 -2.92610 3.60189
H 2.13687 -0.95660 2.65430
H 2.18935 -2.01502 4.02044
C -0.40059 1.45527 -5.18355
N -0.31296 0.81088 -3.84493
O -1.31607 0.78383 -3.15723
O 0.76641 0.35716 -3.52021
H -1.41358 1.81064 -5.32655
H 0.31204 2.27414 -5.19588
H -0.13578 0.70476 -5.92162
*
```

Results
* HOMO level: -7.33 eV
* Kohn-Sham gap: 7.26 eV

> Number 4 is which compound?

C4H14O4